Entry from the OMol25 dataset: a 18-piece molecular cluster, C48H72F6N6O42 overall (ωB97M-V/def2-TZVPD).

Atoms and positions in Å:
O1 1.920 -4.659 2.354
H1 -2.776 1.967 -0.775
O2 -0.877 -5.076 -1.535
H2 -3.319 5.644 -2.579
H3 4.719 0.135 -3.744
H4 0.238 -9.514 -2.295
H5 -4.777 3.913 -3.753
O3 4.530 2.136 -4.236
C1 -2.746 0.959 -0.364
O4 -2.940 1.167 1.058
O5 3.368 -2.558 -3.487
H6 0.712 -4.043 -3.373
C2 -6.606 -2.887 -4.001
C3 -1.818 -2.562 3.740
N1 -1.658 -7.218 2.182
N2 -0.181 4.817 -2.026
C4 3.682 0.549 1.890
N3 6.747 -1.782 0.134
H7 1.585 7.209 1.646
O6 -0.620 1.789 -3.695
C5 -2.444 2.829 4.154
O7 -2.360 0.409 -3.849
C6 1.594 -6.803 -0.868
C7 0.996 -7.389 -2.154
O8 2.758 -0.710 -4.596
C8 -4.019 0.426 1.563
O9 5.795 1.573 2.072
C9 2.740 -3.676 -2.898
O10 -4.878 6.057 -1.322
H8 0.737 1.491 0.700
O11 -2.121 -7.209 1.066
H9 0.323 4.512 -4.056
H10 -0.761 -8.319 -1.370
H11 -1.672 -5.511 3.392
H12 -4.479 -6.502 -0.265
C10 3.991 1.421 -2.043
H13 -1.425 0.512 3.655
H14 1.788 -7.621 -2.856
C11 0.171 5.339 -3.350
H15 6.963 6.286 2.389
H16 0.955 -3.093 -1.767
C12 0.251 -8.598 -1.642
H17 -2.674 5.599 2.453
C13 5.955 4.796 3.421
O12 -0.172 2.396 3.439
C14 4.922 1.079 -3.272
H18 5.957 1.304 -2.988
H19 3.996 -4.339 1.278
C15 1.133 5.125 1.075
O13 2.249 4.696 3.125
H20 7.468 0.138 0.092
H21 0.337 0.431 -4.841
H22 -0.068 -0.430 2.968
C16 -3.124 4.142 3.985
C17 -2.647 4.539 2.648
H23 3.195 -3.814 -1.932
H24 5.638 5.694 1.403
O14 -1.900 -1.358 3.058
C18 -2.008 -5.026 -1.126
C19 -1.271 -0.420 -3.627
O15 2.610 3.269 -4.614
F1 4.659 2.184 -1.083
H25 -5.410 -0.833 0.380
F2 -5.150 3.062 -2.018
H26 -1.297 -1.300 -4.253
C20 -5.455 -2.365 -3.132
H27 2.079 1.607 -0.494
H28 -3.614 -0.723 -1.562
H29 -2.782 4.870 4.776
H30 -3.200 3.978 1.934
H31 8.447 -1.041 -0.813
H32 0.771 0.382 -3.120
C21 -1.954 1.766 -3.820
C22 -4.984 4.249 -2.738
C23 -1.002 -5.978 2.627
H33 -0.580 5.962 -3.697
H34 5.244 4.006 3.140
O16 1.252 -2.103 -3.616
O17 4.663 8.007 2.683
C24 1.389 5.824 3.326
H35 -4.207 4.149 4.003
F3 -1.335 -0.864 -2.329
C25 2.463 -1.699 -3.940
H36 -0.126 6.725 2.090
O18 4.815 6.525 4.337
C26 -7.323 -1.453 -2.241
H37 1.169 5.766 -3.285
O19 5.540 -0.380 2.932
O20 0.596 -0.806 0.677
C27 5.989 5.911 2.409
H38 -3.032 2.029 3.666
O21 2.121 -5.765 -0.725
O22 3.022 2.215 -2.616
H39 -7.317 -0.419 -2.641
O23 5.701 -1.364 -0.343
O24 6.842 -2.887 0.645
O25 -2.450 -4.232 -0.148
H40 -1.773 0.480 -0.449
O26 0.197 3.730 -1.578
H41 -3.798 -1.515 0.644
C28 -0.972 -0.453 3.588
O27 -2.982 -5.803 -1.544
H42 1.808 -9.499 -0.410
O28 -1.828 -8.139 2.974
O29 1.515 -7.644 0.166
H43 0.486 -9.334 0.563
O30 2.628 3.305 1.400
C29 5.467 5.334 4.713
N4 1.235 -0.371 -0.247
F4 -1.157 -0.493 5.991
H44 -4.722 0.724 -1.144
H45 0.231 4.591 0.810
H46 3.238 -0.267 2.494
N5 5.125 0.569 2.260
H47 -6.448 -3.942 -4.054
H48 0.571 5.492 3.976
H49 4.708 4.764 5.254
C30 7.878 -0.856 0.132
H50 -7.869 -1.434 -1.283
O31 -0.999 -2.334 4.833
C31 -3.752 -4.594 0.251
C32 -1.171 3.017 3.451
H51 6.965 4.337 3.626
C33 -7.822 -2.526 -3.150
H52 -8.095 -3.385 -2.497
O32 -1.290 4.020 2.539
H53 8.406 -1.117 0.982
C34 -4.033 5.098 -1.950
H54 -6.577 -2.465 -4.974
H55 -0.909 -5.390 1.722
H56 -3.710 -4.959 1.283
H57 1.654 5.241 0.122
O33 -1.017 5.493 -1.451
H58 3.619 -2.640 0.886
O34 -6.167 4.964 -2.768
O35 -5.904 -1.766 -2.011
H59 0.422 1.334 -1.044
O36 -7.048 6.594 -1.460
C35 -4.177 -5.651 -0.829
H60 0.011 -6.175 2.935
N6 2.446 -3.576 2.419
H61 0.537 -0.995 5.120
H62 3.317 1.546 2.031
C36 2.083 4.286 1.860
C37 0.951 -8.869 -0.258
C38 -6.172 5.929 -1.746
F5 2.971 -4.847 -3.633
H63 4.437 -2.995 2.385
C39 1.132 1.171 -0.243
O37 -2.305 -3.581 3.369
C40 5.081 6.969 3.092
H64 3.692 0.298 0.824
C41 0.928 6.336 1.927
H65 -8.629 -2.172 -3.729
H66 0.291 -6.674 -2.495
C42 3.318 2.610 -3.913
C43 -3.905 0.086 -0.790
O38 -4.289 -2.541 -3.327
C44 3.694 -3.383 1.665
C45 1.297 -3.285 -2.828
C46 -0.041 0.505 -3.833
O39 1.979 -2.651 3.097
H67 1.954 6.467 4.003
O40 -2.756 2.667 -3.917
O41 -4.504 0.695 2.619
F6 -5.198 -5.372 -1.694
H68 6.323 5.644 5.416
H69 -4.370 -3.666 0.284
C47 -0.503 -1.059 4.905
H70 -2.311 2.469 5.195
H71 3.463 0.669 -1.414
O42 1.889 -1.042 -1.073
C48 -4.340 -0.581 0.478
H72 -3.629 4.378 -1.199

lowest unoccupied orbital energy	-0.010	hartree
DFT total energy	-162169.8208	eV